1.
{"formula": "C9H50FN3O27P", "method": "ωB97M-V/def2-TZVPD", "species": ["O", "O", "O", "F", "O", "O", "O", "O", "C", "C", "C", "C", "C", "N", "N", "N", "C", "C", "C", "C", "P", "H", "H", "H", "H", "H", "H", "H", "H", "H", "H", "O", "H", "H", "O", "H", "H", "O", "H", "H", "O", "H", "H", "O", "H", "H", "O", "H", "H", "O", "H", "H", "O", "H", "H", "O", "H", "H", "O", "H", "H", "O", "H", "H", "O", "H", "H", "O", "H", "H", "O", "H", "H", "O", "H", "H", "O", "H", "H", "O", "H", "H", "O", "H", "H", "O", "H", "H", "O", "H", "H"], "coordinates": [[1.0249, -1.0446, 0.2170], [4.2792, 0.7840, -1.9567], [4.4858, 3.0082, -2.5619], [-4.1522, -1.7885, 1.3520], [-0.3516, 0.1084, -2.4558], [-0.5658, 3.0453, -0.4935], [2.2987, 2.3645, -1.3861], [2.8617, 1.5007, -3.8861], [-0.2027, -1.3219, 0.2955], [-2.5063, -0.8906, -0.1282], [0.8408, 0.8847, -2.6162], [-2.8804, -1.5950, 0.9784], [1.0810, 1.6853, -1.5534], [-1.4524, -1.2463, 2.9516], [-0.5404, -2.2608, 1.2115], [-1.1543, -0.5678, -0.3697], [1.7436, 0.5848, -3.7613], [-1.7895, -2.1201, 1.8754], [-0.9435, 0.5657, -1.2154], [-0.0497, 1.6742, -0.5526], [3.4748, 1.8847, -2.4590], [0.0073, 3.5687, 0.1057], [-3.3021, -0.5762, -0.8285], [-2.3084, -0.6287, 3.1192], [-0.5914, -0.7074, 2.8004], [0.0350, -3.0267, 1.4137], [1.1853, 0.5943, -4.7218], [2.0696, -0.4061, -3.6370], [-2.0518, -3.0783, 2.2711], [-1.9028, 1.1461, -1.4004], [0.2901, 1.3195, 0.4192], [6.6371, 1.8604, -0.7366], [5.7976, 1.8024, -1.2984], [7.3736, 2.2513, -1.3098], [-5.7166, 0.5655, -0.5923], [-6.5419, 0.8645, -0.0891], [-4.9796, 0.4001, 0.0809], [3.6288, -0.6603, 0.0934], [3.9596, -0.0520, -0.6443], [2.6221, -0.5731, 0.1462], [-0.6037, -4.8055, 3.3686], [-0.8002, -5.6195, 3.9365], [0.0127, -4.1973, 3.8920], [-0.5954, -1.5950, 5.6066], [0.1506, -2.2746, 5.5329], [-0.9356, -1.3981, 4.6743], [1.3683, -2.6381, -2.5402], [1.1879, -1.7846, -2.0277], [2.1186, -2.4598, -3.1952], [-2.8313, 3.5452, -2.0399], [-3.0990, 4.4853, -2.3010], [-2.0558, 3.6065, -1.3929], [1.2592, 0.3869, 2.7714], [1.9189, 1.0791, 3.1020], [1.4693, -0.4917, 3.2271], [-5.3583, -1.5290, -2.5035], [-6.1589, -1.8637, -3.0240], [-5.6916, -0.9083, -1.7773], [3.4089, -2.3286, -4.6788], [4.1999, -2.1990, -4.0614], [3.4680, -1.6380, -5.4159], [-0.1471, 2.6030, 2.8680], [0.3188, 1.7212, 2.6972], [0.4004, 3.3372, 2.4380], [-2.7555, 1.4343, 2.7548], [-3.0139, 1.8906, 1.8894], [-1.8076, 1.7050, 2.9829], [-3.5286, 2.1799, 0.2896], [-3.2601, 3.0584, -0.1345], [-4.4387, 2.3004, 0.7151], [-2.9764, -3.1304, -2.2699], [-3.8252, -2.5963, -2.4038], [-2.2170, -2.6327, -2.7164], [6.2328, 4.8203, -3.0227], [5.4807, 4.1448, -2.9808], [7.1101, 4.3188, -2.9720], [-3.1707, -5.2726, 2.3132], [-2.3058, -4.8511, 2.6264], [-3.2209, -5.1784, 1.3070], [2.4161, -2.0656, 2.3730], [2.8717, -2.8570, 1.9372], [1.9127, -1.5581, 1.6568], [-4.8684, 0.1530, 4.2856], [-4.5649, -0.0690, 5.2249], [-4.0499, 0.3776, 3.7348], [5.2374, -1.5670, -2.8625], [6.1856, -1.3780, -3.1607], [4.8827, -0.7412, -2.3976], [0.9048, 4.4768, 1.0878], [1.7865, 4.8289, 0.7377], [0.2650, 5.2562, 1.1709]], "lowdin_charge": [-0.0141, -0.2844, -0.2913, 0.0891, 0.0270, -0.0548, -0.0588, -0.1162, -0.3754, 0.0157, -0.1445, -0.1862, -0.1656, 0.0820, 0.1704, 0.0903, -0.1152, -0.3150, -0.1728, -0.1393, 0.3417, 0.0222, 0.1287, 0.0992, 0.0730, 0.1340, 0.1534, 0.0743, 0.1029, 0.1692, 0.1378, -0.1330, 0.0107, 0.0484, -0.0999, 0.1005, 0.0526, -0.1324, -0.0148, -0.0046, -0.1019, 0.1017, 0.0842, -0.1470, 0.0453, -0.0115, -0.1122, 0.0272, 0.0173, -0.1145, 0.0832, 0.0218, -0.0983, 0.1251, 0.0802, -0.1169, 0.0876, 0.0315, -0.1335, 0.0146, 0.0782, -0.1196, -0.0004, 0.0397, -0.1291, 0.0204, 0.0447, -0.1044, 0.0660, 0.0970, -0.1297, 0.0067, 0.0661, -0.1702, -0.0354, 0.0371, -0.1277, -0.0039, 0.0767, -0.1331, 0.0939, -0.0029, -0.1380, 0.0660, -0.0005, -0.1090, 0.0934, 0.0301, -0.0702, 0.1408, 0.1285], "homo_energy_ha": -0.237, "charge": -1, "orbital_gap_ev": 7.805}



2.
{"formula": "CFNO2", "method": "ωB97M-V/def2-TZVPD", "species": ["F", "N", "C", "O", "O"], "coordinates": [[0.5225, -1.0356, 1.6276], [-0.4994, -0.5367, 0.8339], [-0.1483, 0.0484, -0.1710], [-0.5639, 0.8933, -1.0943], [0.8600, 0.4550, -1.0450]], "lowdin_charge": [-0.0319, 0.1482, -0.4221, 0.1580, 0.1479], "e_above_lowest_kj_mol": 362.2, "smiles": "FN=C1OO1", "homo_energy_ha": -0.441, "orbital_gap_ev": 11.878}



3.
{"formula": "C24H38CoN4O6S", "method": "ωB97M-V/def2-TZVPD", "species": ["Co", "C", "O", "C", "C", "O", "C", "C", "O", "C", "H", "H", "H", "H", "H", "H", "H", "H", "H", "H", "H", "H", "H", "H", "N", "C", "C", "C", "C", "N", "C", "N", "N", "C", "O", "O", "H", "H", "H", "H", "H", "H", "H", "H", "H", "H", "H", "H", "H", "H", "O", "S", "C", "C", "C", "C", "C", "C", "C", "C", "C", "C", "C", "C", "H", "H", "H", "H", "H", "H", "H", "H", "H", "H"], "coordinates": [[-0.0610, 0.8211, 0.8413], [0.0006, 2.9707, -1.3744], [-0.2340, 2.6451, 0.0155], [-0.4816, 3.7661, 0.8729], [-1.5552, 3.2776, 1.8100], [-1.1306, 1.9999, 2.3417], [-0.4695, 2.0619, 3.6263], [1.0180, 2.0165, 3.3918], [1.1993, 0.9350, 2.4600], [2.4441, 0.2127, 2.6287], [-0.8672, 3.5061, -1.7556], [0.1113, 2.0326, -1.9075], [0.8962, 3.5860, -1.4656], [-0.8455, 4.6038, 0.2777], [0.4380, 4.0663, 1.3774], [-2.4836, 3.0949, 1.2728], [-1.7404, 3.9772, 2.6236], [-0.8015, 1.1952, 4.1985], [-0.7635, 2.9629, 4.1633], [1.5492, 1.8000, 4.3195], [1.4159, 2.9366, 2.9615], [2.4500, -0.2537, 3.6137], [3.2898, 0.8947, 2.5357], [2.4963, -0.5420, 1.8478], [-0.6487, -0.8425, 1.6628], [-1.3006, -1.7374, 0.6599], [-2.3876, -2.6284, 1.2643], [-3.6978, -1.9545, 1.7000], [-4.7962, -1.8448, 0.6413], [-5.2813, -3.1785, 0.2733], [-5.8506, -3.5100, -0.8876], [-6.0253, -2.6085, -1.8472], [-6.2444, -4.7657, -1.0908], [-1.7568, -0.8365, -0.4784], [-2.4851, -1.2255, -1.3506], [-1.2613, 0.3907, -0.4413], [0.1041, -1.3170, 2.1542], [-1.3283, -0.5552, 2.3673], [-0.5187, -2.3834, 0.2542], [-1.9373, -3.1145, 2.1343], [-2.5965, -3.4297, 0.5543], [-3.5172, -0.9491, 2.0977], [-4.1091, -2.5150, 2.5432], [-4.4122, -1.3513, -0.2474], [-5.6244, -1.2622, 1.0502], [-5.3609, -3.8566, 1.0165], [-5.8639, -1.6293, -1.6900], [-6.3748, -2.8810, -2.7511], [-6.0362, -5.4970, -0.4321], [-6.7817, -5.0202, -1.9031], [1.3427, 0.2630, -0.3056], [2.6076, 1.1086, -0.6778], [2.5485, 1.2000, -2.4451], [1.8951, 0.2272, -3.1930], [1.9311, 0.3313, -4.5743], [2.6141, 1.3797, -5.1806], [3.2593, 2.3416, -4.4151], [3.2236, 2.2622, -3.0307], [3.9712, 0.0205, -0.4240], [5.1282, 0.5896, 0.0937], [6.2517, -0.2105, 0.2465], [6.1951, -1.5539, -0.0984], [5.0250, -2.1104, -0.6094], [3.9012, -1.3240, -0.7856], [1.3578, -0.5770, -2.7101], [1.4290, -0.4098, -5.1809], [2.6393, 1.4490, -6.2596], [3.7849, 3.1564, -4.8935], [3.7213, 3.0109, -2.4250], [5.1595, 1.6393, 0.3610], [7.1669, 0.2141, 0.6351], [7.0712, -2.1758, 0.0268], [4.9996, -3.1559, -0.8844], [2.9933, -1.7402, -1.2006]], "lowdin_charge": [0.7216, -0.0018, -0.2770, -0.1101, -0.0883, -0.1841, -0.0983, -0.1126, -0.2861, -0.0064, 0.1227, 0.0835, 0.1098, 0.1546, 0.1383, 0.1517, 0.1495, 0.1443, 0.1509, 0.1537, 0.1390, 0.1183, 0.1111, 0.0851, 0.1005, -0.2082, -0.1184, -0.1486, -0.1536, 0.0979, -0.4148, 0.2369, 0.2202, -0.5209, 0.1319, -0.0399, 0.1394, 0.1260, 0.1730, 0.1289, 0.1300, 0.1190, 0.1250, 0.0940, 0.1389, 0.1646, 0.1259, 0.1437, 0.1374, 0.1407, -0.4995, 1.1344, -0.4105, -0.0662, -0.0338, -0.0277, -0.0339, -0.0721, -0.4108, -0.0790, -0.0351, -0.0243, -0.0341, -0.0589, 0.1122, 0.1224, 0.1251, 0.1253, 0.1215, 0.1182, 0.1252, 0.1262, 0.1234, 0.1130], "homo_energy_ha": [-0.599, -0.599], "charge": 3, "orbital_gap_ev": [6.765, 6.659]}



no.,DFT total energy (Ha)
1,-3010.0334
2,-342.9706
3,-3387.8468